{"formula": "C36H84FN3O12S8", "method": "ωB97M-V/def2-TZVPD", "species": ["C", "C", "C", "C", "C", "C", "O", "C", "O", "C", "O", "N", "C", "C", "N", "C", "C", "C", "O", "C", "N", "C", "C", "C", "C", "C", "C", "F", "H", "H", "H", "H", "H", "H", "H", "H", "H", "H", "H", "H", "H", "H", "H", "H", "H", "H", "H", "H", "H", "H", "H", "H", "H", "H", "H", "H", "H", "H", "H", "H", "H", "H", "H", "H", "C", "S", "O", "C", "H", "H", "H", "H", "H", "H", "C", "S", "O", "C", "H", "H", "H", "H", "H", "H", "C", "S", "O", "C", "H", "H", "H", "H", "H", "H", "C", "S", "O", "C", "H", "H", "H", "H", "H", "H", "C", "S", "O", "C", "H", "H", "H", "H", "H", "H", "C", "S", "O", "C", "H", "H", "H", "H", "H", "H", "C", "S", "O", "C", "H", "H", "H", "H", "H", "H", "C", "S", "O", "C", "H", "H", "H", "H", "H", "H"], "xyz": [[-2.199, 4.072, 0.028], [-2.229, 2.831, 0.617], [-2.235, 1.639, -0.304], [-2.518, 0.206, 0.271], [-1.181, -0.327, 0.828], [-0.643, 0.254, 2.144], [0.773, 0.560, 1.989], [1.489, -0.571, 1.962], [2.062, -0.949, 1.007], [-3.592, 0.465, 1.346], [-3.443, 0.887, 2.457], [-4.840, -0.014, 0.855], [-4.421, -1.312, 0.202], [-5.747, -1.807, -0.399], [-5.674, -2.980, -1.277], [-6.490, -2.887, -2.498], [-4.001, -2.162, 1.425], [-4.214, -3.694, 1.308], [-5.552, -4.057, 1.655], [-3.211, -4.408, 2.247], [-1.929, -4.709, 1.590], [-3.223, -0.812, -0.727], [-2.376, -2.058, -1.131], [-2.706, -2.754, -2.460], [-3.862, -0.173, -1.973], [-3.001, 0.375, -3.134], [-1.475, 0.331, -3.074], [-3.400, 1.716, -3.371], [-3.016, 4.293, -0.663], [-1.395, 4.794, 0.140], [-2.310, 2.749, 1.699], [-1.256, 1.658, -0.778], [-2.932, 1.907, -1.110], [-1.213, -1.411, 0.940], [-0.399, -0.155, 0.082], [-1.127, 1.152, 2.502], [-0.726, -0.491, 2.945], [1.509, -1.134, 2.906], [-5.388, 0.612, 0.280], [-6.236, -0.977, -0.919], [-6.392, -2.030, 0.456], [-6.042, -3.755, -0.739], [-7.391, -3.500, -2.430], [-6.738, -1.854, -2.745], [-5.920, -3.284, -3.349], [-2.938, -2.065, 1.653], [-4.570, -1.833, 2.298], [-4.010, -4.022, 0.290], [-5.658, -3.869, 2.597], [-3.679, -5.359, 2.508], [-3.034, -3.809, 3.143], [-1.477, -3.835, 1.340], [-2.104, -5.262, 0.756], [-2.357, -2.808, -0.344], [-1.332, -1.746, -1.230], [-2.156, -2.282, -3.279], [-3.758, -2.754, -2.725], [-2.352, -3.787, -2.430], [-4.449, 0.685, -1.633], [-4.599, -0.844, -2.411], [-3.298, -0.150, -4.046], [-1.099, 1.290, -3.439], [-1.047, 0.157, -2.094], [-1.097, -0.418, -3.771], [-0.568, 7.805, -3.711], [-1.599, 6.704, -2.735], [-1.054, 6.723, -1.352], [-1.038, 5.177, -3.497], [-0.738, 8.818, -3.353], [0.480, 7.536, -3.576], [-0.852, 7.733, -4.760], [0.042, 5.088, -3.377], [-1.310, 5.178, -4.553], [-1.539, 4.353, -2.989], [4.589, 0.554, 0.079], [5.448, 1.697, -1.004], [5.580, 1.010, -2.323], [7.032, 1.570, -0.175], [3.568, 0.445, -0.275], [5.089, -0.414, 0.057], [4.581, 0.954, 1.093], [7.348, 0.526, -0.169], [6.936, 1.952, 0.841], [7.742, 2.182, -0.722], [6.362, -4.652, -2.047], [5.066, -4.273, -0.862], [4.057, -5.362, -0.963], [4.411, -2.858, -1.747], [6.877, -5.546, -1.700], [5.917, -4.836, -3.025], [7.064, -3.819, -2.095], [4.103, -3.165, -2.747], [5.172, -2.078, -1.807], [3.551, -2.484, -1.195], [-1.885, -8.010, 6.089], [-1.760, -6.406, 5.287], [-3.148, -5.946, 5.022], [-1.093, -7.001, 3.738], [-2.325, -7.857, 7.073], [-2.525, -8.663, 5.495], [-0.889, -8.439, 6.197], [-1.773, -7.729, 3.292], [-0.116, -7.452, 3.922], [-0.987, -6.148, 3.065], [-0.324, -9.526, 1.133], [-0.238, -7.893, 0.385], [-1.637, -7.460, 0.110], [0.448, -8.443, -1.180], [-0.772, -9.420, 2.118], [-0.941, -10.178, 0.515], [0.684, -9.929, 1.231], [-0.226, -9.168, -1.636], [1.430, -8.883, -1.007], [0.546, -7.570, -1.820], [6.424, 5.652, -3.097], [7.826, 4.830, -2.337], [7.468, 4.593, -0.912], [8.932, 6.243, -2.369], [5.603, 4.937, -3.125], [6.145, 6.519, -2.497], [6.686, 5.951, -4.111], [8.480, 7.069, -1.819], [9.124, 6.527, -3.403], [9.862, 5.944, -1.890], [2.468, 7.789, 0.426], [3.967, 7.129, 1.158], [5.057, 8.078, 0.784], [4.092, 5.726, 0.045], [2.222, 8.710, 0.952], [2.655, 8.000, -0.627], [1.660, 7.074, 0.542], [4.115, 6.082, -0.986], [3.235, 5.069, 0.201], [5.015, 5.192, 0.268], [-1.120, 5.519, 3.446], [-0.075, 6.952, 3.173], [1.288, 6.443, 2.861], [-0.039, 7.499, 4.884], [-1.228, 5.011, 2.490], [-0.647, 4.858, 4.172], [-2.099, 5.844, 3.798], [0.361, 6.702, 5.511], [-1.047, 7.768, 5.198], [0.608, 8.372, 4.937]], "atomic_forces_ev_per_a": [[-0.44, -0.90, 0.17], [-0.05, 0.99, -0.19], [-1.50, 0.04, -0.03], [0.48, 0.53, 0.17], [0.04, -0.17, 0.04], [0.17, -0.06, 0.39], [-0.58, 0.33, -0.03], [-0.45, 0.02, 1.10], [1.14, -0.56, -1.48], [-0.66, -0.59, -0.53], [0.25, 0.44, 0.04], [0.30, -0.57, 0.58], [-0.90, 1.85, 0.41], [-0.07, -0.32, -0.05], [-0.49, 0.25, 0.11], [0.54, -0.41, -0.18], [0.16, -1.29, -0.76], [0.54, 0.50, 0.93], [0.03, 0.07, -0.29], [-0.20, -0.39, -1.08], [-0.30, 0.50, 0.49], [-0.50, -1.59, 0.07], [0.70, 0.44, -0.40], [0.25, 0.12, -0.23], [0.06, 0.75, 0.19], [0.01, -0.31, -0.22], [0.04, 0.24, -0.31], [0.06, -0.09, 0.14], [1.10, -0.36, -1.33], [-0.96, 0.79, 1.23], [1.75, -0.32, 0.06], [0.03, -0.15, 0.15], [0.09, -0.12, -0.03], [-0.07, 0.05, -0.01], [-0.12, 0.06, -0.03], [0.10, 0.09, -0.23], [-0.14, 0.10, 0.00], [-0.20, 0.03, 0.22], [0.13, 0.12, -0.02], [0.16, -0.03, -0.10], [0.06, 0.13, 0.02], [0.28, -0.08, 0.00], [-0.15, 0.28, 0.00], [-0.16, -0.04, 0.12], [-0.05, 0.05, 0.02], [-0.10, 0.41, 0.03], [0.07, 0.13, -0.06], [-0.37, -0.18, 0.00], [-0.06, -0.08, -0.14], [0.14, 0.07, 0.33], [-0.07, -0.19, 0.10], [0.15, -0.15, -0.21], [0.26, -0.04, 0.01], [-0.21, 0.12, 0.08], [-0.02, -0.09, 0.09], [-0.10, 0.00, 0.03], [-0.03, -0.16, 0.20], [-0.13, 0.02, 0.05], [-0.01, -0.02, -0.14], [0.20, -0.18, 0.12], [-0.06, 0.08, 0.06], [-0.05, -0.02, 0.08], [-0.06, -0.08, 0.00], [0.02, -0.06, 0.18], [0.07, 0.02, -0.07], [-0.08, -0.01, -0.01], [0.10, 0.01, 0.04], [0.06, -0.07, -0.04], [-0.02, -0.01, 0.03], [-0.01, -0.02, 0.04], [-0.01, 0.00, 0.00], [0.00, 0.03, 0.03], [-0.02, 0.00, 0.01], [-0.03, 0.03, 0.02], [-0.04, -0.01, 0.03], [-0.01, 0.05, 0.06], [0.05, -0.07, 0.01], [0.13, -0.13, -0.04], [0.00, 0.03, -0.02], [0.03, 0.02, -0.01], [-0.02, 0.02, 0.00], [-0.06, -0.01, -0.01], [0.00, 0.05, -0.02], [-0.04, 0.07, 0.03], [0.06, -0.02, -0.06], [0.00, 0.05, 0.05], [-0.02, -0.04, -0.05], [-0.05, 0.12, -0.07], [-0.02, 0.00, 0.03], [-0.04, 0.00, 0.02], [-0.01, 0.00, 0.01], [0.01, -0.05, 0.01], [-0.02, 0.02, -0.02], [0.02, -0.03, 0.06], [-0.03, -0.09, 0.02], [0.13, 0.06, 0.07], [-0.11, -0.04, 0.04], [0.19, -0.12, -0.10], [0.00, 0.03, -0.01], [-0.01, 0.03, -0.02], [0.01, 0.02, 0.00], [-0.10, 0.05, 0.07], [-0.01, 0.01, 0.05], [-0.09, 0.00, 0.02], [-0.06, -0.11, -0.05], [0.10, 0.12, 0.03], [-0.07, -0.08, -0.04], [0.03, -0.05, -0.07], [0.00, 0.02, 0.00], [-0.01, 0.03, -0.02], [0.01, 0.02, 0.00], [-0.04, 0.02, 0.03], [0.02, 0.04, 0.00], [0.02, 0.03, 0.04], [-0.09, 0.10, 0.00], [0.05, -0.07, -0.09], [-0.02, 0.00, 0.04], [-0.02, 0.12, 0.02], [0.03, -0.04, 0.01], [0.03, -0.01, 0.03], [0.01, -0.02, 0.00], [-0.02, -0.03, 0.02], [0.01, -0.02, 0.00], [-0.01, -0.03, 0.00], [-0.08, 0.04, -0.12], [0.02, 0.13, -0.01], [0.04, -0.05, -0.10], [0.03, -0.17, -0.03], [0.01, -0.02, 0.02], [0.09, 0.03, 0.02], [-0.05, -0.02, 0.03], [0.00, 0.04, 0.02], [-0.01, 0.02, 0.04], [0.03, 0.05, -0.03], [-0.02, -0.09, 0.05], [-0.06, 0.07, -0.04], [-0.03, -0.12, 0.09], [-0.01, -0.01, 0.09], [-0.01, 0.02, -0.02], [0.04, 0.03, -0.01], [0.00, 0.01, -0.02], [0.02, -0.02, -0.03], [0.00, 0.01, -0.01], [0.01, 0.00, -0.03]], "energy_ha": -5774.19275, "multiplicity": 1, "homo_ev": -8.00, "e_above_lowest_kcal_mol": 0.0, "max_force_ev_per_a": 2.1}